Entry from the Open Molecules 2025 dataset: one molecule with the formula C5H9F in a non-equilibrium geometry (ωB97M-V/def2-TZVPD).

XYZ file:
```
15
Properties=species:S:1:pos:R:3:forces:R:3:mulliken_charge:R:1
C -2.9725 -0.3401 0.1207 -0.588 1.688 2.130 -1.170
C -1.6047 -0.2725 -0.2885 3.708 1.345 -2.028 0.126
C -0.6893 0.6724 0.0760 -3.318 -0.717 2.239 -0.213
C 0.7331 0.8453 -0.1905 1.922 0.572 -0.481 -0.538
C 1.4543 -0.4200 0.2818 1.530 -1.061 -2.658 -0.202
H -3.0980 0.5014 0.8477 -0.334 -1.091 0.110 0.295
H -3.2205 -1.3178 0.4778 -0.385 -0.445 0.596 0.303
H -3.6489 -0.0801 -0.6403 -0.847 0.065 -1.415 0.308
H -1.3526 -0.9169 -1.1336 0.272 -0.217 0.178 0.300
H -1.0523 1.2903 0.9306 0.135 -0.207 -0.664 0.136
H 0.8867 1.0332 -1.2709 0.303 -0.443 0.427 0.228
H 1.1647 1.7420 0.3213 -0.553 -0.698 -0.278 0.287
H 1.4008 -0.6503 1.3550 -0.112 0.149 -0.521 0.277
H 1.0470 -1.2497 -0.4183 0.833 0.957 1.669 0.207
F 2.9275 -0.3625 -0.0518 -2.567 0.102 0.696 -0.343
```
Forces are in eV/Å.

Summary:
**SMILES**: C/C=C/CCF
**Net charge**: 0

***

Entry from the Open Molecules 2025 dataset: one molecule with the formula C5H9F2IN2 in a non-equilibrium geometry (ωB97M-V/def2-TZVPD).

XYZ file:
```
19
Properties=species:S:1:pos:R:3:forces:R:3:mulliken_charge:R:1
C -0.0700 1.2725 0.8102 -2.095 -0.862 0.018 -0.563
C -0.9596 0.0542 1.1552 0.014 0.835 -3.086 -0.988
C 0.6357 -0.4018 -0.5155 -0.553 -2.750 0.332 0.702
C 1.3179 1.8533 -1.2495 -1.464 -0.250 3.516 -1.143
C -0.6580 -2.4017 0.4752 -1.076 1.119 -2.170 -0.910
N 0.4361 0.9650 -0.5126 0.066 -2.061 1.237 0.079
N -0.2597 -1.0001 0.6497 2.251 0.080 -2.891 -0.013
F 1.9249 -0.9005 -0.2760 -0.645 0.841 0.091 -0.344
F 0.4026 -0.9849 -1.7783 -0.304 0.794 1.496 -0.326
I -2.9833 0.2412 0.0065 -0.083 0.198 -0.017 -0.140
H -0.7363 2.0893 0.6585 -0.116 1.114 0.643 0.456
H 0.5180 1.2815 1.7311 1.100 0.726 -0.505 0.281
H -1.4134 0.1041 2.0838 -0.291 -0.578 1.925 0.724
H 2.2668 1.7883 -0.7822 1.226 0.742 -0.157 0.363
H 1.2408 1.6481 -2.2219 0.500 -1.559 -3.904 0.432
H 0.7697 2.7586 -1.2437 0.252 1.620 0.673 0.384
H -1.6138 -2.5835 -0.0491 -0.561 1.070 0.712 0.288
H -0.1215 -2.8874 -0.3282 1.443 -0.017 0.554 0.353
H -0.6970 -2.8960 1.3868 0.337 -1.062 1.533 0.363
```
Forces are in eV/Å.

Summary:
**SMILES**: CN1C[C@@H](I)N(C)C1(F)F
**Net charge**: 0

***

Entry from the Open Molecules 2025 dataset: a 2-piece molecular cluster, C5H9F2NO2 overall in a non-equilibrium geometry (ωB97M-V/def2-TZVPD).

XYZ file:
```
19
Properties=species:S:1:pos:R:3:forces:R:3:mulliken_charge:R:1
C 2.2131 0.7191 0.1931 -1.405 2.243 0.375 0.857
C -2.3860 1.1123 0.7596 0.831 1.664 0.253 -1.112
C 1.0037 0.6726 -0.6908 0.472 1.714 -3.667 -0.594
C -1.3152 0.4991 -0.0341 -0.038 -0.406 -0.676 -0.180
C -0.4787 -2.2407 -0.1367 2.623 -4.653 1.135 0.383
N -0.2019 1.1510 -0.1178 -0.109 0.824 1.487 0.034
O 2.2696 1.5363 1.0758 0.487 -0.456 0.048 -0.572
O 3.1883 -0.0749 -0.1624 0.891 -0.974 0.019 -0.464
F 0.3842 -2.0761 0.9001 -0.042 0.448 0.987 -0.219
F 0.3104 -2.6372 -1.1460 1.666 -1.182 -2.101 -0.306
H -2.1822 2.2604 0.9196 -0.910 -1.904 0.101 0.279
H -3.3192 0.8347 0.2995 -0.538 0.690 -0.456 0.353
H -2.4841 0.5299 1.6812 0.461 0.361 0.332 0.233
H 0.9043 -0.2741 -1.1110 -0.688 -1.932 -0.309 0.097
H 1.1712 1.2602 -1.7492 0.222 -0.821 2.671 0.236
H -0.7820 -1.3790 -0.4797 -2.961 4.268 -0.593 0.136
H -1.0862 -3.1011 0.0562 -1.069 0.039 0.524 0.195
H 2.8063 -0.7888 -0.6903 0.323 -0.122 -0.136 0.360
H -0.0156 1.9963 0.4332 -0.216 0.200 0.004 0.285
```
Forces are in eV/Å.

Summary:
**Net charge**: 0

***

What relative energy (zero: lowest compared OMol25 entry of this formula, charge and spin) values result from the calculations? In sequence: 105.48, 0.00, 304.40 kJ/mol.
What electronic energy values result from the calculations? In sequence: -295.71995, -802.80622, -600.77105 Ha.
What frontier orbital gap values result from the calculations? In sequence: 10.579, 9.519, 8.873 eV.